# 1
Density functional theory data (ωB97M-V/def2-TZVPD) for a cluster of 2 separate species, C4H8ClN2O in total in a non-equilibrium geometry.

Values from the calculation:
- Energy above the lowest of the compared OMol25 structures with the same formula, charge and spin: 108.5 kcal/mol
- Orbital gap (alpha / beta): 7.68 / 7.68 eV
- Energy: -801.714950 hartree
- Net charge: +1
- Multiplicity: 1
- Strongest force on any atom: 4.9 eV/A
- LUMO (alpha / beta): -0.271 / -0.271 hartree

Geometry as XYZ:
```
16
Properties=species:S:1:pos:R:3:forces:R:3
C 0.1452 -0.7651 -0.1235 -4.8 0.9 0.7
C 0.8887 -1.9666 -0.2918 1.8 -1.1 0.7
C 1.5060 1.1637 -0.4300 1.3 0.5 -0.4
C -0.8118 1.3867 0.2160 -1.4 0.8 0.4
N 0.2661 0.4845 -0.1081 0.4 -0.9 -0.3
N -2.2853 -1.0630 0.4449 2.5 0.3 -0.6
O 0.8924 -2.7856 -1.1362 -0.3 0.4 -0.1
Cl 1.8742 -2.0639 1.2141 -0.3 -0.1 -0.5
H 1.7302 1.8854 0.3571 -0.1 -0.2 0.0
H 2.3368 0.4708 -0.5378 -0.1 -0.1 0.0
H 1.3747 1.7154 -1.3629 -0.1 -0.1 0.0
H -1.7263 0.8127 0.3826 0.4 0.3 -0.1
H -0.5598 1.9503 1.1148 0.2 -0.1 0.0
H -0.9579 2.0950 -0.5992 0.2 -0.1 -0.1
H -2.1566 -1.6952 1.2333 0.2 -0.4 0.1
H -2.5165 -1.6250 -0.3734 0.1 -0.3 -0.1
```
Positions in Å, forces in eV/Å.

Atom charges from the natural (NBO) analysis, given in e for atoms 1 to 6:
1. C 0.455
2. C 0.405
3. C -0.433
4. C -0.440
5. N -0.288
6. N -0.581

# 2
Density functional theory data (ωB97M-V/def2-TZVPD) for a cluster of 2 separate species, C2H2O4 in total in a non-equilibrium geometry.

Values from the calculation:
- Energy above the lowest of the compared OMol25 structures with the same formula, charge and spin: 54.4 kcal/mol
- Orbital gap: 10.42 eV
- Energy: -378.327476 hartree
- Net charge: 0
- Multiplicity: 1
- Strongest force on any atom: 3.7 eV/A
- LUMO: 0.018 hartree

Geometry as XYZ:
```
8
Properties=species:S:1:pos:R:3:forces:R:3
C -1.9994 0.3503 0.1435 0.6 -0.3 -0.4
C 0.6749 -0.7342 -0.5301 0.9 2.3 -1.1
O -2.2678 -0.6305 -0.3722 -1.2 -1.6 -0.7
O -1.6094 1.3170 0.6129 0.3 1.9 1.1
O 1.0809 -1.3540 0.5085 -0.8 -2.0 0.6
O 1.3297 0.4849 -0.3541 -0.5 2.4 -2.2
H 1.5761 -0.7172 1.0257 0.9 0.4 0.9
H 1.2150 1.2838 -1.0343 -0.2 -3.2 1.8
```
Positions in Å, forces in eV/Å.

Atom charges from the natural (NBO) analysis, given in e for atoms 1 to 6:
1. C 1.015
2. C 0.440
3. O -0.491
4. O -0.526
5. O -0.652
6. O -0.790